Entry 1:
ORCA calculation (ωB97M-V/def2-TZVPD) on 3 unconnected molecules or ions with the total composition C21H54BBrN8O8P.

Each line ends with the Mulliken charge.
CARTESIAN COORDINATES (ANGSTROEM)
Br: -2.841 5.072 -0.671  -0.211
P: -4.137 3.258 -0.758  0.017
O: -2.490 2.414 2.083  0.037
O: 2.769 -4.496 -1.917  -0.451
O: -3.866 -1.618 3.620  -0.473
O: 6.687 0.185 -1.635  -0.349
O: -4.132 3.540 4.382  -0.228
O: 5.253 -6.047 -5.443  -0.357
O: -5.526 3.925 -1.296  -0.437
O: 2.706 1.137 0.438  -0.395
N: -6.321 1.584 1.016  -0.432
N: 5.211 -0.717 0.781  -0.287
N: -5.698 2.591 2.983  0.137
N: -7.749 4.384 2.504  -0.221
N: -1.973 -0.112 3.417  -0.377
N: -4.405 0.741 3.626  0.072
N: -3.802 2.044 1.730  0.366
N: 2.761 -4.484 -5.050  -0.318
C: -4.522 3.179 1.082  -0.512
C: -4.581 1.744 2.826  -0.550
C: 4.042 -3.956 -5.498  -0.015
C: 2.684 -3.363 -2.757  0.201
C: 3.886 -0.822 1.377  -0.976
C: -8.685 3.370 3.022  -0.850
C: 3.923 -5.300 -2.088  -0.509
C: 4.639 -7.295 -5.701  -0.731
C: 6.683 -1.146 -1.134  -0.884
C: 5.369 -1.464 -0.459  0.095
C: -0.167 1.890 1.874  -1.001
C: 7.590 1.055 -0.980  -0.730
C: -5.965 2.907 1.564  0.557
C: -3.827 4.447 5.432  -0.808
C: 3.440 1.626 -0.673  -0.676
C: 2.045 -3.627 -4.115  -1.018
C: -7.032 3.978 1.294  -1.231
C: 2.701 -0.271 0.592  0.350
C: 4.816 -4.989 -6.286  -0.819
C: -5.432 3.714 3.898  -1.117
C: -1.528 1.795 1.213  -0.162
B: -3.366 -0.364 3.555  0.287
H: -1.818 0.755 1.067  0.283
H: 1.068 -4.085 -3.935  0.416
H: 5.148 -8.036 -5.088  0.243
H: -4.446 4.247 6.308  0.317
H: -7.708 3.573 0.537  0.231
H: 0.102 0.956 2.360  0.121
H: 4.741 -7.577 -6.752  0.353
H: -8.662 3.346 4.110  0.267
H: 4.478 1.845 -0.413  0.230
H: -4.819 -1.662 3.499  0.328
H: -0.167 2.670 2.631  0.365
H: 0.586 2.096 1.120  0.158
H: -2.785 4.305 5.690  0.285
H: -6.539 1.638 0.029  0.325
H: -8.313 5.179 2.237  0.374
H: 3.689 -1.877 1.592  0.444
H: 1.798 -0.505 1.165  0.171
H: -6.158 3.717 4.715  0.597
H: 3.765 -6.093 -2.823  0.226
H: -5.543 4.660 3.367  0.460
H: 3.862 -3.086 -6.136  0.369
H: -7.114 1.205 1.515  0.372
H: -5.505 4.890 -1.293  0.301
H: 7.289 1.261 0.053  0.302
H: 3.666 -2.882 -2.847  0.061
H: 3.917 -0.302 2.338  0.406
H: 1.859 -2.664 -4.602  0.401
H: -5.109 0.703 4.351  0.365
H: 2.038 -2.653 -2.230  0.229
H: -4.096 4.058 1.570  0.736
H: 4.567 -1.247 -1.179  -0.084
H: -1.523 2.273 0.234  0.462
H: 2.587 -0.757 -0.384  -0.120
H: 2.973 2.558 -0.990  0.298
H: 5.707 -4.513 -6.705  0.397
H: 3.575 -7.294 -5.438  0.304
H: 5.334 -2.534 -0.233  0.384
H: 8.604 0.645 -0.977  0.353
H: 3.422 0.922 -1.509  0.288
H: 5.418 0.258 0.606  0.133
H: 4.140 -5.770 -1.130  0.286
H: 7.521 -1.309 -0.451  0.438
H: -9.714 3.582 2.730  0.367
H: -1.447 0.025 4.268  0.215
H: 4.788 -4.703 -2.391  0.200
H: -8.450 2.374 2.664  0.223
H: 4.216 -5.375 -7.114  0.413
H: 7.594 1.991 -1.535  0.238
H: 4.683 -3.633 -4.665  0.011
H: 6.807 -1.818 -1.988  0.377
H: 2.912 -5.386 -4.615  0.102
H: -6.579 4.864 0.860  0.453
H: -1.529 -0.821 2.848  0.208
H: -3.990 5.476 5.107  0.322

**E_tot**: -130953.6266 eV
**Gap between HOMO and LUMO**: 6.77 eV
**Energy relative to the best compared isomer or geometry (same formula, charge and spin)**: 0.000 eV
**LUMO**: -3.1 eV
**Net charge**: +1

---

Entry 2:
ORCA calculation (ωB97M-V/def2-TZVPD) on a molecular structure, C21H54FO13PSi2 in a non-equilibrium geometry.

Each line ends with the Mulliken charge.
CARTESIAN COORDINATES (ANGSTROEM)
P: -2.769 -1.750 1.335  1.100
Si: -0.288 0.309 1.031  0.258
Si: 0.977 1.328 -1.355  0.600
F: 1.576 2.153 2.872  -0.257
O: 0.191 2.329 -7.265  -0.275
O: -6.729 -5.677 5.674  -0.476
O: 7.323 3.141 0.650  -0.229
O: 4.931 1.230 1.556  -0.214
O: -0.586 1.149 -0.515  -0.301
O: 2.582 4.240 -8.170  -0.272
O: -8.598 -6.980 3.618  -0.255
O: 6.800 2.534 3.612  -0.480
O: -3.199 -1.296 2.797  -0.655
O: -3.786 -1.050 0.099  -0.550
O: -3.083 -3.498 1.274  -0.620
O: 2.059 3.633 -5.209  -0.450
O: -6.206 -5.070 2.712  -0.290
C: -7.977 -5.199 5.153  -0.258
C: -0.894 -1.520 1.052  -0.679
C: -5.244 -5.439 3.695  -0.493
C: -6.016 -3.751 2.222  -0.596
C: 7.657 1.852 2.685  -0.273
C: 0.159 2.597 2.917  -0.401
C: 2.916 2.952 -6.135  -0.283
C: -0.189 3.000 -6.063  -0.442
C: 5.552 3.011 3.091  -0.408
C: -0.147 0.952 -7.256  -0.760
C: 8.284 2.772 1.633  -0.560
C: 4.594 -0.148 1.564  -0.526
C: -8.935 -8.358 3.626  -0.800
C: -8.977 -6.310 4.819  -0.574
C: 7.513 4.459 0.160  -0.818
C: -0.918 1.390 2.496  -0.580
C: 0.811 4.111 -5.729  -0.323
C: 4.552 1.900 2.757  -0.347
C: -5.872 -6.358 4.748  -0.354
C: 2.772 5.559 -8.660  -0.797
C: 3.544 3.871 -7.187  -0.597
H: 3.682 5.612 -9.262  0.331
H: -0.549 -2.038 0.052  0.370
H: -1.180 3.433 -6.231  0.395
H: -0.242 2.299 -5.222  0.241
H: -4.829 -4.559 4.190  0.319
H: 2.098 1.569 -0.434  -0.113
H: 2.407 2.100 -6.587  0.109
H: 0.971 4.783 -6.573  0.088
H: 8.470 1.438 3.292  0.412
H: -8.470 -8.830 2.757  0.229
H: 7.558 5.179 0.985  0.358
H: 1.191 0.250 1.148  -0.197
H: -7.817 -4.527 4.309  0.056
H: -1.129 0.791 3.491  0.367
H: 3.729 2.537 -5.528  0.409
H: 4.980 -0.640 2.462  0.409
H: 4.352 3.340 -7.706  0.390
H: 8.700 3.652 2.128  0.356
H: -1.917 1.968 2.209  0.349
H: 0.898 2.530 -2.218  -0.172
H: -5.106 -3.698 1.620  0.140
H: 7.148 1.000 2.233  0.068
H: -6.874 -3.490 1.595  0.275
H: 1.915 5.820 -9.287  0.229
H: -1.233 0.829 -7.319  0.330
H: -0.067 2.908 4.040  0.275
H: -4.437 -5.970 3.177  0.364
H: -8.549 -8.850 4.524  0.354
H: -9.968 -5.877 4.652  0.395
H: 5.059 -0.619 0.695  0.239
H: 0.377 4.722 -4.930  0.429
H: -5.059 -6.772 5.354  0.409
H: 1.290 0.204 -2.237  -0.185
H: -6.381 -7.210 4.295  0.122
H: -8.411 -4.588 5.952  0.413
H: 3.560 2.333 2.590  0.316
H: -0.079 3.514 2.204  0.270
H: -3.282 -0.390 -0.469  0.325
H: 9.092 2.240 1.115  0.389
H: 2.817 6.278 -7.835  0.354
H: 5.712 3.684 2.247  0.134
H: 8.423 4.512 -0.442  0.329
H: -5.971 -3.031 3.047  0.369
H: -0.328 -2.048 1.960  0.334
H: 3.959 4.751 -6.692  0.356
H: 3.508 -0.270 1.501  -0.047
H: 4.499 1.200 3.598  0.376
H: -2.178 -3.928 1.083  0.336
H: 6.655 4.720 -0.467  0.227
H: 0.239 0.460 -6.358  0.313
H: 0.318 0.480 -8.126  0.232
H: -9.030 -7.011 5.660  0.352
H: 5.118 3.623 3.890  0.389
H: -10.021 -8.480 3.563  0.326

**E_tot**: -77027.3894 eV
**Gap between HOMO and LUMO**: 8.66 eV
**LUMO**: -0.1 eV